Computed, not measured: C32H33IN5STi as an isolated structure, with ωB97M-V with the def2-TZVPD basis set.

Element x y z (Å)
Ti1 -0.392511 0.026659 0.759559
I1 1.701183 0.546892 -1.087497
C1 2.030407 2.435885 -0.292823
C2 2.940998 3.300149 -0.824795
C3 3.092189 4.569396 -0.224673
C4 2.328125 4.920013 0.852133
C5 1.378319 4.019006 1.395408
C6 0.546160 4.377646 2.482370
C7 -0.391715 3.510003 2.975626
C8 -0.510379 2.221993 2.423066
C9 0.287605 1.817756 1.370466
C10 1.232041 2.731917 0.825285
H1 3.540134 3.037539 -1.686613
H2 3.815555 5.259392 -0.636347
H3 2.437329 5.898426 1.302148
H4 0.654308 5.363446 2.917826
H5 -1.027665 3.804725 3.799026
H6 -1.263613 1.564488 2.851999
N1 -1.035131 -1.312862 4.665029
C11 -0.000765 -0.730599 5.471077
C12 -0.234168 -0.495952 6.812400
C13 0.753983 0.125069 7.566658
C14 1.938977 0.529610 6.970115
C15 2.155491 0.311551 5.614472
C16 1.186437 -0.342202 4.869480
S1 1.501043 -0.829069 3.210319
N2 -0.105543 -0.744997 2.615696
C17 -1.111016 -1.159310 3.355985
C18 -2.371126 -1.393727 2.605733
C19 -3.480472 -2.029596 3.116445
C20 -4.560792 -2.266528 2.270611
C21 -4.479545 -1.857086 0.953852
C22 -3.336323 -1.200783 0.523514
N3 -2.296945 -0.962976 1.327494
H7 -1.847272 -1.644170 5.165874
H8 -1.170336 -0.790573 7.271637
H9 0.591395 0.297652 8.621272
H10 2.705109 1.013991 7.559419
H11 3.083742 0.623204 5.153174
H12 -3.519880 -2.367610 4.142880
H13 -5.442462 -2.773987 2.639023
H14 -5.284317 -2.036280 0.254886
H15 -3.250156 -0.862839 -0.499073
C23 -2.448039 2.913601 -3.255148
C24 -3.298848 2.423428 -2.070332
C25 -3.889557 3.602457 -1.280473
C26 -4.398174 1.453936 -2.533808
C27 -2.403530 1.681687 -1.168405
N4 -1.703925 1.103046 -0.460530
H16 -3.104280 3.460943 -3.931291
H17 -2.008427 2.083656 -3.807800
H18 -1.658716 3.588880 -2.926381
H19 -4.548716 4.152819 -1.951408
H20 -3.112901 4.283184 -0.933857
H21 -4.480042 3.262914 -0.429941
H22 -5.057612 1.995847 -3.211243
H23 -5.001094 1.100574 -1.696469
H24 -3.986993 0.603080 -3.077617
C28 2.074873 -4.675168 0.892030
C29 1.351333 -4.230628 -0.392895
C30 2.341253 -4.046337 -1.553971
C31 0.223890 -5.203349 -0.767124
C32 0.749367 -2.918415 -0.100570
N5 0.283746 -1.893971 0.143668
H25 2.540475 -5.640921 0.696826
H26 1.379198 -4.795475 1.722237
H27 2.858416 -3.972912 1.175757
H28 2.798113 -5.014073 -1.758522
H29 3.135999 -3.345120 -1.299424
H30 1.838134 -3.712667 -2.461385
H31 0.677747 -6.169524 -0.985992
H32 -0.312790 -4.875279 -1.656765
H33 -0.479982 -5.338843 0.053595

Forces on atoms 1 to 3 (eV/Å):
0.07 0.11 0.35
-0.06 -0.13 0.13
0.03 0.22 0.09

The total charge is +3. The calculation puts the HOMO energy at -16.0 eV. As for the molar mass: 694.49 Da. For the total energy, the calculation gives -3057.500627 Ha.